--- w ---
# CH4N3

A gas-phase ion, CH4N3 (charge +1) (the ωB97M-V functional and the def2-TZVPD basis, the Open Molecules 2025 dataset).

Gap between HOMO and LUMO ... 0.415 Eh
E_LUMO ... -4.6 eV

Structure (ORCA input):
```
! RIJCOSX wB97M-V def2-TZVPD def2/J DEFGRID3
* xyz 1 1
N -0.42 -0.49 0.06
N 0.70 -1.16 1.14
N 0.07 0.35 -0.94
C -0.21 -0.37 1.51
H 0.99 -0.04 -1.41
H -0.70 0.07 2.32
H 0.10 1.37 -0.78
H -0.54 0.28 -1.89
*
```

=====

--- x ---
# CH4N3

A gas-phase ion, CH4N3 (charge +1) (the ωB97M-V functional and the def2-TZVPD basis, the Open Molecules 2025 dataset).

Gap between HOMO and LUMO ... 0.367 Eh
E_LUMO ... -6.4 eV

Structure (ORCA input):
```
! RIJCOSX wB97M-V def2-TZVPD def2/J DEFGRID3
* xyz 1 1
N -0.27 -0.64 0.09
N 2.63 -0.40 0.05
N 1.79 0.28 -0.07
C 0.40 0.59 -0.08
H -0.35 -1.22 -0.74
H 0.19 1.24 -0.99
H 0.17 -1.17 0.87
H 0.14 1.06 0.83
*
```

=====

--- y ---
# CH4N3

A gas-phase ion, CH4N3 (charge +1) (the ωB97M-V functional and the def2-TZVPD basis, the Open Molecules 2025 dataset).

Gap between HOMO and LUMO (alpha / beta) ... 0.327 / 0.327 Eh
E_LUMO (alpha / beta) ... -6.1 / -6.1 eV

Structure (ORCA input):
```
! RIJCOSX wB97M-V def2-TZVPD def2/J DEFGRID3
* xyz 1 1
N -0.60 0.53 0.56
N 0.24 -0.62 -1.26
N 0.30 0.37 1.37
C -0.07 0.44 -0.64
H 0.65 -0.54 -2.20
H 0.22 -1.57 -0.93
H -1.41 1.03 0.64
H 0.37 0.76 2.32
*
```

=====

Last place for stability: w

=====

--- w ---
# CH7NOS2

2 unconnected molecules or ions with the total composition CH7NOS2 (the ωB97M-V functional and the def2-TZVPD basis, the Open Molecules 2025 dataset).

Gap between HOMO and LUMO ... 0.352 Eh
E_LUMO ... 0.3 eV

Structure (ORCA input):
```
! RIJCOSX wB97M-V def2-TZVPD def2/J DEFGRID3
* xyz 0 1
S 4.03 -0.87 1.10
S 4.61 -1.93 2.72
O -3.28 1.59 -1.56
N -1.58 0.80 -0.08
C -2.52 0.47 -1.10
H -1.97 1.13 0.79
H -2.67 2.32 -1.70
H -2.00 0.00 -1.94
H -3.26 -0.20 -0.71
H 3.38 -1.75 0.32
H -0.58 0.76 -0.19
H 5.84 -2.32 2.34
*
```

=====

--- x ---
# CH7NOS2

2 unconnected molecules or ions with the total composition CH7NOS2 (the ωB97M-V functional and the def2-TZVPD basis, the Open Molecules 2025 dataset).

Gap between HOMO and LUMO ... 0.338 Eh
E_LUMO ... 0.0 eV

Structure (ORCA input):
```
! RIJCOSX wB97M-V def2-TZVPD def2/J DEFGRID3
* xyz 0 1
S -1.90 -0.41 0.05
S -2.28 -2.08 -1.14
O 3.56 0.86 1.29
N 2.27 2.01 -0.25
C 2.61 1.92 1.22
H -3.25 -1.71 -2.10
H 1.24 2.23 -0.32
H 2.32 0.99 -0.56
H 3.45 0.57 2.24
H -1.60 0.58 -0.92
H 1.58 1.84 1.61
H 3.15 2.79 1.67
*
```

=====

Last place for stability: x